(1)
ORCA calculation (ωB97M-V/def2-TZVPD) on a 11-piece molecular cluster, C50H55N11 overall.

Last column: Mulliken charge in e.
Cartesian coordinates (Å):
N 15.575 11.232 11.369  -0.403
N 14.528 12.672 17.549  0.649
N 13.369 10.949 13.131  0.123
N 18.251 13.908 15.575  0.095
N 20.766 7.501 11.270  0.003
N 18.331 13.286 18.707  0.452
N 23.040 16.379 15.250  -0.020
N 16.167 8.824 16.118  -0.281
N 14.787 19.604 16.868  -0.570
N 23.551 9.923 16.708  -0.626
N 18.460 17.618 10.654  -0.594
C 20.911 16.382 15.744  -0.044
C 19.086 15.430 12.215  0.654
C 13.736 14.288 18.910  -1.474
C 15.778 17.450 16.653  0.079
C 22.304 11.323 15.200  -0.223
C 15.503 7.879 16.791  -0.443
C 17.159 10.015 10.044  -0.446
C 16.986 13.436 15.529  -1.518
C 17.766 11.198 9.686  -0.387
C 17.768 15.800 12.042  -0.269
C 16.032 10.102 10.843  -0.340
C 16.683 9.814 16.865  -0.711
C 15.638 13.346 18.040  -1.749
C 21.565 15.637 16.738  -0.374
C 17.554 13.619 19.778  0.049
C 15.150 14.307 18.884  0.103
C 21.381 9.618 11.683  -0.469
C 16.366 10.019 18.195  0.377
C 23.181 12.222 17.244  -0.402
C 14.953 18.483 16.185  -0.457
C 16.225 12.374 11.065  -0.588
C 20.454 8.828 11.062  -0.388
C 17.824 12.731 20.789  -1.069
C 17.502 16.954 11.291  -0.676
C 17.519 11.698 14.013  0.226
C 13.236 10.348 15.295  -0.021
C 16.564 12.336 14.793  0.192
C 22.786 10.092 15.623  -0.329
C 23.674 10.976 17.541  -0.510
C 18.976 12.113 18.979  -0.913
C 16.378 18.829 18.488  -0.656
C 14.038 10.377 14.174  -0.393
C 20.085 16.201 11.666  -0.690
C 22.187 8.730 12.440  -0.351
C 18.797 11.811 20.312  -0.718
C 22.912 15.711 16.439  -0.681
C 15.255 7.919 18.165  -0.409
C 16.488 17.631 17.809  -0.148
C 12.013 10.988 14.892  -0.798
C 17.380 12.378 10.294  -0.534
C 22.504 12.395 16.038  0.282
C 18.834 12.162 14.061  -0.383
C 21.804 16.819 14.803  -1.111
C 21.742 7.454 12.248  -0.843
C 19.165 13.230 14.860  -1.500
C 12.128 11.286 13.562  -0.899
C 15.446 19.745 18.037  -0.282
C 13.414 13.259 18.034  -0.414
C 19.731 17.301 10.903  -0.327
C 15.611 9.079 18.851  -0.684
H 16.782 10.901 18.664  0.416
H 17.497 9.043 9.717  0.544
H 16.623 13.092 17.686  0.900
H 19.218 10.990 20.867  0.442
H 23.299 13.072 17.903  0.351
H 15.820 13.248 11.554  0.633
H 15.790 15.006 19.405  0.514
H 14.690 7.102 18.591  0.373
H 19.603 9.012 10.426  0.162
H 19.203 14.510 12.772  0.184
H 22.672 9.144 15.115  0.610
H 16.944 14.509 19.743  0.271
H 14.584 11.928 16.872  -0.013
H 17.400 10.476 16.393  0.705
H 11.242 11.233 15.605  0.400
H 15.929 16.577 16.029  0.303
H 17.873 13.329 10.143  0.505
H 18.140 13.676 17.798  0.616
H 16.984 19.086 19.346  0.386
H 23.047 9.100 12.974  0.751
H 16.490 17.315 11.155  0.384
H 13.137 14.892 19.565  0.475
H 19.865 16.642 15.653  0.651
H 14.426 18.418 15.241  0.397
H 21.647 17.498 13.985  0.571
H 19.489 11.510 13.493  0.165
H 21.423 10.690 11.771  0.542
H 16.329 13.977 16.202  1.588
H 15.590 11.894 14.964  -0.638
H 20.389 6.703 10.799  0.188
H 16.969 15.218 12.484  0.523
H 21.125 15.928 11.795  0.464
H 24.260 10.815 18.438  0.405
H 17.378 10.757 13.500  0.625
H 23.722 15.303 17.018  0.490
H 20.108 13.769 14.903  1.021
H 15.135 9.207 19.817  0.401
H 13.243 9.941 16.294  0.577
H 21.120 15.291 17.657  0.485
H 23.886 16.731 14.838  0.223
H 14.984 7.131 16.202  0.353
H 20.515 17.890 10.441  0.361
H 15.552 9.177 11.151  0.394
H 17.326 16.989 18.063  0.564
H 15.093 20.585 18.623  0.371
H 15.045 9.989 14.120  0.525
H 12.427 12.921 17.757  0.406
H 22.112 13.374 15.786  0.100
H 18.529 11.144 8.916  0.408
H 11.419 11.734 12.881  0.435
H 13.856 11.108 12.251  0.552
H 19.602 11.729 18.184  0.675
H 21.739 11.444 14.286  0.239
H 21.977 6.502 12.697  0.406
H 17.442 12.868 21.789  0.450

**Gap between HOMO and LUMO**: 7.840 eV
**Lowest unoccupied orbital energy**: 0.27 eV

***

(2)
ORCA calculation (ωB97M-V/def2-TZVPD) on a 5-piece molecular cluster, C50H59BrClF4NO6S overall.

Last column: Mulliken charge in e.
Cartesian coordinates (Å):
Br -2.738 3.230 0.996  -0.093
Cl 2.886 -2.218 -2.661  -0.218
S 0.353 1.241 -2.131  1.299
F 0.797 -0.345 7.134  -0.326
F 5.338 -4.467 4.647  -0.356
F -0.843 -3.831 3.853  -0.373
F -0.944 3.405 -8.198  -0.227
O -0.632 1.220 -3.167  -0.508
O -2.767 3.687 -3.901  -0.604
O 1.591 1.898 -2.410  -0.705
O -4.306 2.223 -4.559  -0.398
O 0.588 -3.336 -2.441  -0.442
O 0.647 -0.283 -1.761  -0.241
N 2.048 5.099 1.120  -0.673
C 0.468 3.037 -0.016  0.670
C 0.839 -0.674 -0.360  1.758
C 0.612 4.278 -0.633  -0.979
C -0.418 2.016 -0.681  -0.770
C 8.084 -2.906 2.033  -0.537
C -2.212 -1.495 -1.920  0.079
C -3.662 -1.011 -2.049  -0.422
C 1.902 3.909 1.699  -1.346
C -5.860 1.002 -3.167  -0.916
C 0.991 -6.326 1.985  -0.333
C 6.177 -2.615 3.469  -0.310
C 7.198 -4.792 3.240  -0.508
C 1.249 -2.191 -0.441  -1.746
C -3.096 2.815 -4.643  0.789
C 0.451 4.452 -9.775  -0.588
C 0.038 4.291 -8.469  0.460
C 2.256 -6.178 2.541  -0.704
C -1.379 1.485 2.756  0.507
C -1.926 -2.286 -0.641  -1.095
C 6.243 -3.956 3.779  0.390
C -4.750 2.029 -3.204  0.809
C 8.123 -4.255 2.355  -0.310
C 1.605 5.911 -7.708  -0.383
C -1.977 1.456 1.362  -1.537
C -2.226 2.276 -5.723  -0.794
C 1.459 5.366 -10.045  -0.335
C 2.470 -5.241 3.542  -0.188
C -0.060 -5.539 2.431  -0.468
C -4.056 -0.823 -3.509  -0.084
C -2.271 -2.001 8.075  -0.422
C -2.479 1.557 3.846  -1.469
C 2.127 0.038 0.103  -1.059
C 0.174 -4.609 3.425  0.454
C -2.904 -0.987 8.782  -0.495
C 1.130 2.871 1.192  0.150
C -5.506 -0.405 -3.705  -1.036
C -1.147 0.942 0.162  0.803
C 1.387 5.256 -0.029  -0.564
C -2.282 0.245 8.930  -0.340
C -1.021 -1.789 7.513  -0.393
C -0.402 -0.396 0.489  0.670
C 2.037 6.095 -9.015  -0.561
C -1.028 0.465 8.379  -0.434
C 7.113 -2.086 2.592  -0.413
C -1.505 -1.480 0.601  -1.475
C 0.594 5.004 -7.426  -0.341
C 2.567 -0.234 1.540  -1.686
C 1.423 -4.446 3.989  -0.648
C -0.420 -0.557 7.678  0.382
C 1.360 -2.674 -1.863  0.670
H -0.017 -0.304 1.501  0.137
H -2.869 0.842 1.410  0.761
H -0.009 3.868 -10.561  0.410
H -5.118 2.973 -2.805  0.493
H -2.170 1.194 -5.630  0.236
H 8.877 -4.895 1.917  0.365
H -2.208 0.939 4.699  0.414
H -1.210 2.574 -1.176  1.474
H 1.048 1.950 1.742  0.813
H 3.452 -5.112 3.978  0.487
H -3.912 -1.773 -4.028  0.527
H -0.752 2.356 2.920  0.208
H -1.591 -0.620 -2.027  -0.878
H 0.605 -2.859 0.121  0.122
H -3.469 1.317 3.467  0.322
H 0.127 4.484 -1.577  0.591
H 3.075 -6.792 2.191  0.425
H 2.248 -2.336 -0.039  0.834
H 2.853 -1.274 1.696  0.459
H 1.472 6.224 -0.507  0.432
H 8.810 -2.493 1.346  0.388
H 2.429 3.754 2.633  0.430
H -3.880 -1.157 9.215  0.382
H -4.362 -1.719 -1.597  0.410
H 1.835 0.037 2.297  0.139
H -1.165 -2.202 1.349  0.211
H -1.051 -5.641 2.009  0.437
H -6.680 1.388 -3.772  0.396
H -2.647 2.504 -6.700  0.436
H 2.825 6.805 -9.229  0.364
H 2.115 1.106 -0.072  0.509
H -2.752 -2.963 7.959  0.379
H 3.469 0.350 1.720  0.547
H 1.571 -3.702 4.761  0.507
H -2.773 1.039 9.476  0.385
H -3.780 -0.060 -1.521  -0.018
H -5.721 -0.418 -4.773  0.403
H -0.525 1.416 8.487  0.434
H 2.907 -0.352 -0.549  0.589
H -2.019 -2.152 -2.768  0.915
H -2.851 -2.797 -0.364  0.880
H 1.792 5.510 -11.064  0.352
H -2.541 2.575 4.227  0.372
H -0.788 0.600 2.985  0.086
H -1.236 -3.096 -0.858  0.226
H -6.208 0.942 -2.136  0.363
H 7.082 -1.034 2.346  0.374
H 2.057 6.475 -6.904  0.356
H -0.515 -2.564 6.953  0.445
H -1.921 0.621 -0.538  -1.033
H 0.825 -7.051 1.200  0.413
H -6.166 -1.123 -3.219  0.370
H 7.216 -5.838 3.513  0.433
H -1.240 2.714 -5.654  0.121
H 0.237 4.850 -6.416  0.501
H -3.902 1.725 -2.593  -0.786
H 5.407 -1.998 3.912  0.472
H -2.414 -1.068 1.034  0.368
H -3.386 -0.101 -3.976  -0.224

**Gap between HOMO and LUMO**: 9.485 eV
**Lowest unoccupied orbital energy**: 0.29 eV

***

Number 1: E_HOMO -0.2783 hartree. Number 2: E_HOMO -0.3378 hartree.